# 1
Here is a molecular structure, C4H3I from the Open Molecules 2025 dataset. Energies are from ωB97M-V/def2-TZVPD.

Output
Frontier orbital gap (alpha / beta) ... 6.976 / 6.726 eV
<S²> ... 2.03
ΔE to the lowest compared entry with this formula, charge and spin ... 35.60 kcal/mol
Net charge ... 0
E_HOMO (alpha / beta) ... -0.246 / -0.334 Eh
2S+1 ... 3

Atoms and positions in Å:
C1 -1.00455 -0.82700 1.53847
C2 -0.14088 -0.22943 0.72906
C3 0.93947 0.91382 -1.32807
C4 0.26533 0.38683 -0.32219
I1 1.17524 -0.43990 -2.87321
H1 -1.61719 -1.76399 1.32361
H2 -1.36512 0.24917 2.13906
H3 1.74769 1.71050 -1.20673

Forces on atoms 1 to 3 (eV/Å):
-3.225 1.609 3.103
2.893 2.080 -5.811
2.769 1.959 -2.179

# 2
Here is a molecular structure, C4H3IO3 from the Open Molecules 2025 dataset. Energies are from ωB97M-V/def2-TZVPD.

Output
Frontier orbital gap ... 8.467 eV
ΔE to the lowest compared entry with this formula, charge and spin ... 51.84 kcal/mol
Net charge ... 0
E_HOMO ... -0.364 Eh
2S+1 ... 1

Atoms and positions in Å:
C1 0.18783 -0.62050 -2.25272
C2 -0.41646 -0.44528 -1.23340
C3 -1.14938 -0.23492 0.01552
O1 -0.61940 0.83504 0.81613
C4 0.38401 0.49112 1.66076
O2 0.34998 0.71319 2.82681
O3 1.43425 -0.14239 1.05914
I1 2.52417 1.10813 -0.06031
H1 0.68339 -0.62318 -3.19434
H2 -1.21535 -1.15392 0.59982
H3 -2.16302 0.07270 -0.23742

Forces on atoms 1 to 3 (eV/Å):
-0.168 0.347 -0.058
0.120 -0.206 0.070
-0.030 0.080 -0.404

# 3
Here is a molecular structure, C4H3Li2O2Sn from the Open Molecules 2025 dataset. Energies are from ωB97M-V/def2-TZVPD.

Output
Frontier orbital gap (alpha / beta) ... 10.286 / 3.086 eV
ΔE to the lowest compared entry with this formula, charge and spin ... 0.00 kcal/mol
Net charge ... +3
E_HOMO (alpha / beta) ... -0.799 / -0.634 Eh
2S+1 ... 1

Atoms and positions in Å:
C1 -0.95499 1.57237 1.17378
O1 -1.58141 2.06189 1.99135
Sn1 -2.45102 3.04278 3.48751
Li1 2.14095 -0.25727 -1.80804
C2 1.13155 -1.83414 0.64762
C3 0.38625 -1.36578 -0.32866
C4 -0.25580 -0.48092 -1.09145
O2 0.37853 0.27634 -1.99908
Li2 -0.29988 1.42909 -3.17359
H1 1.60502 -2.82058 0.60520
H2 -1.35341 -0.43875 -1.06423
H3 1.25422 -1.18503 1.55961

Forces on atoms 1 to 3 (eV/Å):
0.566 -0.500 -0.859
1.196 -1.408 -2.111
-2.017 2.207 3.404

# 4
Here is a molecular structure, C4H3Li2O2Tm from the Open Molecules 2025 dataset. Energies are from ωB97M-V/def2-TZVPD.

Output
Frontier orbital gap (alpha / beta) ... 5.115 / 6.977 eV
<S²> ... 3.78
Net charge ... +3
E_HOMO (alpha / beta) ... -0.671 / -0.769 Eh
2S+1 ... 4

Atoms and positions in Å:
C1 -0.78127 1.29527 -0.44190
O1 -0.58803 1.96787 0.56019
Li1 -1.53383 3.52362 1.16293
Tm1 0.79472 -2.23006 0.43312
C2 -2.10431 -0.94911 -1.17654
C3 -0.80381 -1.10216 -0.97211
C4 0.10928 0.16218 -0.85570
O2 1.12205 -0.07891 0.07545
Li2 1.28027 1.21589 1.34792
H1 -2.11347 0.62336 -0.75803
H2 0.48618 0.39905 -1.86825
H3 -2.63518 -1.28458 -2.07369

Forces on atoms 1 to 3 (eV/Å):
-3.415 -1.404 0.645
0.803 0.112 -0.244
-0.344 0.426 0.035

# 5
Here is a molecular structure, C4H3LiO2 from the Open Molecules 2025 dataset. Energies are from ωB97M-V/def2-TZVPD.

Output
Frontier orbital gap (alpha / beta) ... 7.934 / 7.088 eV
<S²> ... 0.77
ΔE to the lowest compared entry with this formula, charge and spin ... 43.03 kcal/mol
Net charge ... +1
E_HOMO (alpha / beta) ... -0.449 / -0.461 Eh
2S+1 ... 2

Atoms and positions in Å:
C1 -2.32582 -0.13480 -0.10113
C2 -1.09806 -0.18751 -0.13804
C3 0.25891 -0.23806 -0.17157
C4 1.32787 0.51972 0.18919
H1 1.79928 -1.21067 -0.10940
H2 1.46113 1.54020 -0.18942
O1 -3.60414 -0.01514 -0.18118
H3 -4.04024 -0.10596 0.68024
O2 2.41283 -0.28357 0.23838
Li1 3.80824 0.11578 -0.21707

Forces on atoms 1 to 3 (eV/Å):
0.583 -0.002 -0.053
-0.412 0.164 -0.323
-0.797 1.845 1.367

# 6
Here is a molecular structure, C4H3LiO6 from the Open Molecules 2025 dataset. Energies are from ωB97M-V/def2-TZVPD.

Output
Frontier orbital gap (alpha / beta) ... 6.263 / 7.788 eV
ΔE to the lowest compared entry with this formula, charge and spin ... 114.75 kcal/mol
Net charge ... 0
E_HOMO (alpha / beta) ... -0.270 / -0.307 Eh
2S+1 ... 1

Atoms and positions in Å:
O1 2.38800 0.15844 1.60772
C1 1.48296 0.83320 1.01236
O2 -0.84046 1.42865 1.19263
C2 -1.40584 0.29886 0.71698
C3 0.36890 1.26623 1.89878
O3 -0.87659 -0.80973 0.97748
O4 -2.49022 0.42790 0.10731
H1 0.26097 0.61499 2.77906
H2 0.65078 2.26222 2.27915
Li1 -2.53166 -1.54183 0.17556
O5 4.35406 -0.62768 0.36045
C4 3.05087 -0.64825 0.33657
O6 2.41302 -0.11926 -0.58164
H3 4.71728 -0.49936 -0.53113

Forces on atoms 1 to 3 (eV/Å):
-1.982 1.422 0.431
0.717 -1.808 3.009
-0.040 0.403 -0.101

# 7
Here is a molecular structure, C4H3N from the Open Molecules 2025 dataset. Energies are from ωB97M-V/def2-TZVPD.

Output
Frontier orbital gap (alpha / beta) ... 8.952 / 8.952 eV
ΔE to the lowest compared entry with this formula, charge and spin ... 107.66 kcal/mol
Net charge ... 0
E_HOMO (alpha / beta) ... -0.351 / -0.351 Eh
2S+1 ... 1

Atoms and positions in Å:
C1 1.69006 0.33116 -0.03133
C2 1.00169 -0.68377 0.23610
C3 -0.45636 -0.89862 0.23601
C4 -0.60198 0.49316 -0.19524
N1 -0.48540 1.64546 -0.48381
H1 0.60840 1.79702 -0.45296
H2 -0.91084 -1.10097 1.20637
H3 -0.84557 -1.58345 -0.51513

Forces on atoms 1 to 3 (eV/Å):
0.276 -0.916 0.283
0.309 0.650 -0.215
-0.744 -0.084 -0.162

# 8
Here is 2 unconnected molecules or ions with the total composition C4H3N from the Open Molecules 2025 dataset. Energies are from ωB97M-V/def2-TZVPD.

Output
Frontier orbital gap (alpha / beta) ... 7.924 / 7.924 eV
ΔE to the lowest compared entry with this formula, charge and spin ... 132.51 kcal/mol
Net charge ... 0
E_HOMO (alpha / beta) ... -0.362 / -0.362 Eh
2S+1 ... 1

Atoms and positions in Å:
C1 -4.66195 0.04689 0.04030
C2 -0.35556 -1.07143 0.00613
C3 -1.31625 -0.23384 0.06307
C4 -0.15792 0.58259 -0.01000
N1 -3.49710 0.04772 -0.07485
H1 0.11238 -2.00249 -0.21150
H2 0.42117 0.90486 0.88419
H3 0.20994 0.85146 -1.03615

Forces on atoms 1 to 3 (eV/Å):
-0.094 -0.003 0.019
-2.514 0.517 -0.085
-1.721 -0.522 0.048

# 9
Here is C4H3N in the gas phase from the Open Molecules 2025 dataset. Energies are from ωB97M-V/def2-TZVPD.

Output
Frontier orbital gap ... 10.446 eV
ΔE to the lowest compared entry with this formula, charge and spin ... 13.05 kcal/mol
Net charge ... 0
E_HOMO ... -0.374 Eh
2S+1 ... 1

Atoms and positions in Å:
C1 -1.22585 -0.96440 -0.60325
C2 -0.21057 -0.16843 -0.50859
C3 0.50936 0.81777 -0.02728
C4 1.54171 0.53913 0.92168
N1 2.40020 0.27240 1.64681
H1 -1.49014 -1.77449 -1.28069
H2 -1.83641 -0.55865 0.19774
H3 0.31169 1.83667 -0.34643

Forces on atoms 1 to 3 (eV/Å):
0.111 0.359 0.074
0.011 0.227 0.101
0.216 -0.032 -0.356

# 10
Here is C4H3N in the gas phase from the Open Molecules 2025 dataset. Energies are from ωB97M-V/def2-TZVPD.

Output
Frontier orbital gap (alpha / beta) ... 7.900 / 7.720 eV
ΔE to the lowest compared entry with this formula, charge and spin ... 83.56 kcal/mol
Net charge ... 0
E_HOMO (alpha / beta) ... -0.323 / -0.316 Eh
2S+1 ... 1

Atoms and positions in Å:
C1 1.83350 0.66417 0.09704
C2 0.73170 0.11055 -0.09672
C3 -0.54757 -0.36111 -0.50647
C4 -1.76326 0.23553 -0.06398
N1 -2.76336 0.70622 0.29561
H1 2.66938 0.67854 0.77255
H2 0.45852 -0.79316 0.64432
H3 -0.61891 -1.24074 -1.14233

Forces on atoms 1 to 3 (eV/Å):
-0.398 -0.444 0.245
0.497 0.795 -0.494
0.224 -0.426 0.526

# 11
Here is 2 unconnected molecules or ions with the total composition C4H3N3 from the Open Molecules 2025 dataset. Energies are from ωB97M-V/def2-TZVPD.

Output
Frontier orbital gap ... 9.715 eV
ΔE to the lowest compared entry with this formula, charge and spin ... 101.41 kcal/mol
Net charge ... 0
E_HOMO ... -0.362 Eh
2S+1 ... 1

Atoms and positions in Å:
C1 0.86854 0.55520 -2.10948
C2 1.39557 0.26797 -1.05848
C3 1.90153 0.23490 0.33633
N1 2.86969 0.09517 0.98949
H1 0.44548 0.81082 -3.04275
N2 -0.11384 0.82950 0.97302
C4 -0.81568 -0.10030 0.76441
N3 -1.92800 -0.76399 0.99724
H2 -2.42163 -0.46611 1.82932
H3 -2.20167 -1.46317 0.32090

Forces on atoms 1 to 3 (eV/Å):
0.907 -0.532 1.292
-0.168 0.847 1.622
3.112 -0.843 -3.016

# 12
Here is 2 unconnected molecules or ions with the total composition C4H3N3 from the Open Molecules 2025 dataset. Energies are from ωB97M-V/def2-TZVPD.

Output
Frontier orbital gap ... 9.456 eV
ΔE to the lowest compared entry with this formula, charge and spin ... 69.17 kcal/mol
Net charge ... 0
E_HOMO ... -0.369 Eh
2S+1 ... 1

Atoms and positions in Å:
C1 -0.59682 0.47565 -1.57932
C2 -1.16729 1.01199 0.69064
C3 0.96385 -0.78183 0.21355
C4 -0.89407 0.02145 -0.27723
N1 -0.30896 0.83325 -2.62924
N2 -1.34286 1.80725 1.49795
N3 1.88775 -0.81301 1.04820
H1 -1.47413 -0.89189 -0.19728
H2 1.06231 -1.40037 -0.66709
H3 1.87023 -0.26249 1.89982

Forces on atoms 1 to 3 (eV/Å):
-0.041 0.169 -0.589
-0.305 0.478 0.450
-0.138 -0.324 -0.395

# 13
Here is C4H3N3 in the gas phase from the Open Molecules 2025 dataset. Energies are from ωB97M-V/def2-TZVPD.

Output
Frontier orbital gap ... 8.927 eV
ΔE to the lowest compared entry with this formula, charge and spin ... 122.68 kcal/mol
Net charge ... 0
E_HOMO ... -0.357 Eh
2S+1 ... 1

Atoms and positions in Å:
C1 2.66232 -0.49406 0.29735
C2 1.54500 -0.45651 0.90271
C3 0.30062 -0.22217 0.43171
C4 -0.09426 0.96054 -0.39191
N1 -1.44306 0.65558 -0.84981
N2 -1.80270 -0.44430 -0.40854
N3 -0.80230 -0.98730 0.40611
H1 0.60043 1.00340 -1.24267
H2 -0.04937 1.92259 0.12640
H3 -0.91668 -1.93776 0.72864

Forces on atoms 1 to 3 (eV/Å):
-0.373 -0.150 0.659
0.702 -0.087 -0.436
-0.357 -0.019 -0.276

# 14
Here is C4H3N3 in the gas phase from the Open Molecules 2025 dataset. Energies are from ωB97M-V/def2-TZVPD.

Output
Frontier orbital gap ... 9.967 eV
ΔE to the lowest compared entry with this formula, charge and spin ... 28.48 kcal/mol
Net charge ... 0
E_HOMO ... -0.346 Eh
2S+1 ... 1

Atoms and positions in Å:
N1 -2.04409 -2.45067 -0.98480
C1 -1.48625 -1.52102 -0.58052
C2 -0.71959 -0.41230 -0.10228
N2 -0.99230 0.34986 0.92621
C3 0.10099 1.19204 1.01374
C4 0.97678 0.94662 -0.00069
N3 0.48756 -0.10932 -0.68783
H1 0.73365 1.26019 1.87768
H2 1.91621 1.44665 -0.16549
H3 1.02703 -0.70204 -1.29602

Forces on atoms 1 to 3 (eV/Å):
0.511 0.890 0.377
-0.633 -0.798 -0.393
0.027 -0.045 -0.104

# 15
Here is C4H3N3O in the gas phase from the Open Molecules 2025 dataset. Energies are from ωB97M-V/def2-TZVPD.

Output
Frontier orbital gap ... 9.313 eV
ΔE to the lowest compared entry with this formula, charge and spin ... 147.59 kcal/mol
Net charge ... 0
E_HOMO ... -0.383 Eh
2S+1 ... 1

Atoms and positions in Å:
N1 -3.24444 -0.46769 0.34211
C1 -2.09363 -0.72897 -0.33761
C2 -0.58557 -0.60583 -0.66740
N2 0.23088 -1.68089 -0.71608
N3 1.52901 -1.41095 0.01155
C3 1.66624 -0.19608 0.26872
C4 0.36281 0.55563 -0.01672
O1 0.08135 1.70181 -0.60842
H1 2.67294 0.00587 0.73221
H2 0.01681 0.46058 1.14480
H3 -0.63641 2.36652 -0.15316

Forces on atoms 1 to 3 (eV/Å):
11.450 -2.748 -6.976
-8.138 3.366 5.576
3.381 -2.615 3.197

# 16
Here is C4H3N3O in the gas phase from the Open Molecules 2025 dataset. Energies are from ωB97M-V/def2-TZVPD.

Output
Frontier orbital gap ... 9.596 eV
ΔE to the lowest compared entry with this formula, charge and spin ... 32.28 kcal/mol
Net charge ... 0
E_HOMO ... -0.340 Eh
2S+1 ... 1

Atoms and positions in Å:
N1 -2.75576 -0.64297 -0.10184
C1 -1.63457 -0.55987 -0.05935
C2 -0.26230 -0.52486 0.20938
N2 0.82088 -1.42527 0.07894
C3 1.91955 -0.75384 -0.07086
N3 1.70408 0.61498 -0.05939
C4 0.31285 0.71905 0.06987
O1 -0.52972 1.86084 -0.07939
H1 2.99248 -1.15262 -0.38266
H2 2.27550 1.43314 0.14317
H3 -1.42784 1.72266 0.55648

Forces on atoms 1 to 3 (eV/Å):
-3.577 0.128 -0.507
2.599 -1.710 1.125
3.960 1.670 -1.279

# 17
Here is a molecular structure, C4H3N3O from the Open Molecules 2025 dataset. Energies are from ωB97M-V/def2-TZVPD.

Output
Frontier orbital gap ... 10.352 eV
ΔE to the lowest compared entry with this formula, charge and spin ... 58.43 kcal/mol
Net charge ... 0
E_HOMO ... -0.352 Eh
2S+1 ... 1

Atoms and positions in Å:
C1 -1.84093 -0.27893 0.18068
C2 -1.24791 0.91308 -0.11975
C3 2.14475 0.00346 0.06460
C4 0.10998 -0.80047 0.00864
H1 -2.95661 -0.48780 -0.08062
H2 -1.54861 1.90022 -0.00619
H3 3.33985 -0.11090 -0.18077
N1 0.08001 0.52643 -0.05244
N2 1.36830 1.04532 0.16008
N3 -1.00636 -1.43971 0.04945
O1 1.55752 -1.27068 -0.02368

Forces on atoms 1 to 3 (eV/Å):
-4.098 -2.258 -3.251
1.438 -1.576 2.138
1.893 -1.457 -1.011

# 18
Here is C4H3N3O2 in the gas phase from the Open Molecules 2025 dataset. Energies are from ωB97M-V/def2-TZVPD.

Output
Frontier orbital gap ... 9.012 eV
ΔE to the lowest compared entry with this formula, charge and spin ... 157.20 kcal/mol
Net charge ... 0
E_HOMO ... -0.336 Eh
2S+1 ... 1

Atoms and positions in Å:
O1 1.87813 -1.78632 0.30694
C1 1.32963 -0.83200 -0.02472
C2 1.82342 0.76584 -0.16271
N1 0.88392 1.50900 -0.45470
N2 -0.27756 0.77023 -0.73520
C3 -1.33743 0.69401 0.47527
C4 -1.93515 -0.55834 0.19687
O2 -1.07042 -1.39565 -0.78896
N3 0.21600 -0.67605 -0.90438
H1 2.95485 0.96948 0.25411
H2 -1.50727 1.53429 1.40359
H3 -2.95813 -0.99449 0.43389

Forces on atoms 1 to 3 (eV/Å):
1.641 -2.806 1.633
-1.211 4.740 -2.829
3.662 -3.809 2.564

# 19
Here is C4H3N3O3 in the gas phase from the Open Molecules 2025 dataset. Energies are from ωB97M-V/def2-TZVPD.

Output
Frontier orbital gap ... 9.411 eV
ΔE to the lowest compared entry with this formula, charge and spin ... 56.93 kcal/mol
Net charge ... 0
E_HOMO ... -0.395 Eh
2S+1 ... 1

Atoms and positions in Å:
H1 2.46593 1.24956 -1.12233
N1 2.05017 0.69978 -1.87271
C1 1.27160 -0.22021 -1.41975
O1 0.54078 -0.73097 -2.38663
C2 0.50505 -0.00921 -0.13459
N2 0.99477 0.70814 0.81250
C3 0.21471 0.78683 1.93608
N3 -0.96371 0.26743 2.07728
C4 -1.51236 -0.41057 1.01882
O2 -2.57753 -0.95191 0.99231
O3 -0.72268 -0.49313 -0.13359
H2 0.87044 0.00579 -3.15545
H3 0.64374 1.33455 2.77940

Forces on atoms 1 to 3 (eV/Å):
0.055 0.002 0.018
1.071 -0.596 1.878
-0.954 3.936 -1.221

# 20
Here is 2 unconnected molecules or ions with the total composition C4H3N3O3 from the Open Molecules 2025 dataset. Energies are from ωB97M-V/def2-TZVPD.

Output
Frontier orbital gap (alpha / beta) ... 9.443 / 6.958 eV
ΔE to the lowest compared entry with this formula, charge and spin ... 166.70 kcal/mol
Net charge ... 0
E_HOMO (alpha / beta) ... -0.391 / -0.325 Eh
2S+1 ... 1

Atoms and positions in Å:
C1 -1.33505 1.64945 0.30313
C2 -1.01495 -1.20258 -0.11447
C3 -0.04509 1.04025 0.63733
C4 -0.17606 -0.40083 0.68621
N1 -2.30457 2.24029 0.26098
N2 -1.53878 -2.01985 -0.73907
N3 1.21718 -0.51216 -1.69607
O1 1.12753 0.60538 -2.05077
O2 1.82872 -1.40612 -2.07885
O3 0.61607 -1.03190 1.61857
H1 0.44425 1.53431 1.48281
H2 0.58610 1.53222 -0.09976
H3 0.59465 -2.02846 1.78997

Forces on atoms 1 to 3 (eV/Å):
0.987 -0.103 1.394
0.553 0.227 0.412
-0.252 2.078 -0.516